The following is a quantum chemistry calculation of C31H22Cl4CrN4O4 as an isolated structure in a non-equilibrium geometry, from the Open Molecules 2025 dataset.

Values from the calculation:
E_tot, eV: -125160.3422
LUMO level (spin up / spin down), eV: -4.8 / -4.6
Kohn-Sham gap (spin up / spin down), Ha: 0.1992 / 0.2061
⟨S²⟩: 3.78
HOMO (spin up / spin down), eV: -10.19 / -10.19
Molar mass, g mol⁻¹: 708.3

Structure (ORCA input):
```
! RIJCOSX wB97M-V def2-TZVPD def2/J DEFGRID3
* xyz 1 4
H -0.144 -1.566 19.394
C -0.099 9.251 16.147
C -2.818 2.622 14.932
C 2.834 2.490 17.276
H -0.682 2.150 12.257
H -3.742 4.049 16.889
C -0.391 3.473 13.883
H -0.394 5.000 23.704
C -0.287 6.434 15.879
C -3.012 3.033 23.164
C 0.560 3.988 21.272
H 3.435 1.550 15.521
H 0.747 4.685 16.073
H -1.809 9.252 14.788
C 3.913 5.892 21.449
N -0.125 5.032 15.749
C -2.295 2.017 13.788
O 4.654 6.012 20.516
C 1.875 2.453 18.246
H -2.779 5.374 16.771
C -0.677 3.723 21.992
C -1.164 7.282 15.156
C 2.719 1.565 16.245
Cr -0.678 2.056 19.635
H -0.089 10.274 16.151
H -2.906 1.312 13.226
C -0.507 -1.011 20.244
C -2.090 3.655 15.569
Cl -2.353 6.597 14.052
O -1.759 4.944 18.889
H 3.698 3.110 17.232
N 0.694 3.267 20.123
O 3.899 6.365 22.573
H 3.967 4.091 19.578
C -2.045 4.061 18.162
H -2.425 4.261 24.836
H 1.597 -0.108 15.429
H -0.177 0.051 17.325
C 1.556 4.789 21.772
H -3.223 1.656 21.571
N 0.833 1.604 18.198
Cl 0.643 0.154 20.985
C 2.980 4.025 19.993
H -1.036 -1.690 20.889
N -1.431 2.759 21.443
C 1.662 0.680 16.204
C 0.624 8.422 16.963
C -2.706 4.274 16.821
Cl 1.560 6.202 17.965
C -0.989 4.271 23.248
Cl -1.912 0.023 19.422
H 1.282 8.731 17.734
C -1.078 8.695 15.329
C -2.158 3.922 23.815
C 0.587 7.045 16.799
C -1.077 2.462 13.246
C 1.908 3.261 19.481
H -3.802 2.393 15.231
H -3.873 2.698 23.705
C 0.658 0.751 17.173
O -1.888 2.799 18.479
H 0.592 3.759 13.528
C 2.766 4.850 21.109
H 1.455 5.265 22.771
C -0.909 4.102 15.029
C -2.622 2.417 22.024
*
```